Record 1
Formula: C6H12N2
Source: the OMol25 dataset
Level of theory: ωB97M-V with the def2-TZVPD basis set

The geometry in ORCA input format:
```
! RIJCOSX wB97M-V def2-TZVPD def2/J DEFGRID3
* xyz 0 1
C -0.3868 -0.5743 2.1838
C -1.2214 -0.3608 0.9560
C -1.5685 -1.1752 -0.0828
N -2.4017 -0.4156 -0.8829
C -2.4429 0.8234 -0.3395
N -1.7715 0.8935 0.7761
H -0.9646 -1.1641 2.9035
H -0.2511 0.4237 2.5897
H 0.5379 -1.1032 1.9811
H -1.5875 -2.2542 -0.0803
H -2.7590 -0.6782 -1.7860
H -2.9593 1.6212 -0.8540
C 2.2743 -0.1705 -1.2944
C 2.1715 1.1233 -0.4924
H 2.6195 0.0469 -2.3089
H 2.9206 -0.9432 -0.8708
H 1.2919 -0.6318 -1.4204
H 2.0351 1.9459 -1.2036
H 1.3640 1.1582 0.2356
H 3.0994 1.4351 -0.0100
*
```

Output
HOMO level, hartree: -0.3185
Kohn-Sham gap, eV: 9.563
Max |F|, eV/Å: 1.03
Relative energy (zero: lowest compared OMol25 entry of this formula, charge and spin), kcal per mole: 5.5
SMILES: Cc1c[nH]cn1.CC

***

Record 2
Formula: C6H12N2
Source: the OMol25 dataset
Level of theory: ωB97M-V with the def2-TZVPD basis set

The geometry in ORCA input format:
```
! RIJCOSX wB97M-V def2-TZVPD def2/J DEFGRID3
* xyz 0 1
C 0.0684 -0.9614 2.6415
C 0.0784 0.1056 1.5967
C -1.0707 0.4727 0.9125
N -0.6843 1.5910 0.1524
C 0.6603 1.6922 0.2731
N 1.1277 0.8589 1.1660
H 0.9810 -1.5582 2.6922
H -0.7473 -1.6308 2.3918
H 0.0343 -0.4982 3.6313
H -2.0993 0.5448 1.2337
H -1.3782 1.9073 -0.4955
H 1.2306 2.5347 -0.0758
C 0.4006 -1.8339 -2.3328
C -0.4372 -1.0919 -3.3573
H 1.4399 -1.5120 -2.3113
H -0.1212 -1.9163 -1.3848
H 0.5232 -2.8658 -2.7008
H -0.5053 -0.0231 -3.1274
H -1.4086 -1.5569 -3.5130
H -0.0073 -1.0687 -4.3545
*
```

Output
HOMO level, hartree: -0.3167
Kohn-Sham gap, eV: 9.508
Max |F|, eV/Å: 2.26
Relative energy (zero: lowest compared OMol25 entry of this formula, charge and spin), kcal per mole: 16.5
SMILES: Cc1c[nH]cn1.CC

***

Record 3
Formula: C6H12N2
Source: the OMol25 dataset
Level of theory: ωB97M-V with the def2-TZVPD basis set

The geometry in ORCA input format:
```
! RIJCOSX wB97M-V def2-TZVPD def2/J DEFGRID3
* xyz 0 1
C 1.7837 0.2418 -0.5713
C 2.1034 1.4771 -0.3596
C 1.9856 -1.2022 -0.4490
C 0.5917 -1.5398 0.0848
C -1.5896 0.1694 1.1903
C -2.0352 0.7031 -1.1435
N -0.2393 -0.7775 -0.7071
N -1.4030 -0.2150 -0.1652
H 1.6145 2.2844 -0.7572
H 2.9936 1.8576 0.0831
H 2.3254 -1.6026 -1.3689
H 2.7617 -1.6893 0.2527
H 0.1773 -2.5933 0.2814
H 0.7240 -1.1093 1.1628
H -0.7509 -0.1676 1.8377
H -1.7454 1.2682 1.3355
H -2.5530 -0.1030 1.5861
H -3.0068 0.9464 -0.8241
H -1.5930 1.7452 -1.2035
H -2.1584 0.2937 -2.1069
*
```

Output
HOMO level (spin up / spin down), hartree: -0.2661 / -0.2646
Kohn-Sham gap (spin up / spin down), eV: 8.123 / 8.181
Max |F|, eV/Å: 3.96
Relative energy (zero: lowest compared OMol25 entry of this formula, charge and spin), kcal per mole: 147.6

***

Record 4
Formula: C6H12N2
Source: the OMol25 dataset
Level of theory: ωB97M-V with the def2-TZVPD basis set

The geometry in ORCA input format:
```
! RIJCOSX wB97M-V def2-TZVPD def2/J DEFGRID3
* xyz 0 1
C 2.1620 0.0723 0.8288
C 1.6840 0.8928 -0.0567
C 1.7637 1.2238 -1.4764
C 1.0004 2.1198 -0.4883
C -0.4920 2.0750 -0.3827
H 1.7719 -0.1152 1.7918
H 2.8244 -0.5704 0.3787
H 1.2549 0.4378 -2.1256
H 2.6711 1.6665 -1.9186
H 1.4982 3.1174 -0.3394
H -1.0147 2.1446 -1.3087
H -0.6828 3.0230 0.1128
H -0.8335 1.2085 0.2087
H 0.3367 -2.0835 0.1753
N -0.6893 -1.8506 0.1415
N -1.2581 -2.7273 0.7846
C -2.7085 -2.6203 0.8831
H -3.0075 -1.9105 1.7052
H -3.1410 -3.6442 1.1255
H -3.1398 -2.4597 -0.0396
*
```

Output
HOMO level, hartree: -0.3308
Kohn-Sham gap, eV: 10.039
Max |F|, eV/Å: 2.90
Relative energy (zero: lowest compared OMol25 entry of this formula, charge and spin), kcal per mole: 104.7
SMILES: C=C1C[C@H]1C.[H]/N=N/C

***

Record 5
Formula: C6H12N2
Source: the OMol25 dataset
Level of theory: ωB97M-V with the def2-TZVPD basis set

The geometry in ORCA input format:
```
! RIJCOSX wB97M-V def2-TZVPD def2/J DEFGRID3
* xyz 0 1
C -1.0438 -2.1695 -0.8916
N -0.2390 -0.9529 -1.0129
C -0.8285 0.2210 -0.6109
C -0.5680 1.7711 -0.3845
N -0.1125 1.7319 1.0233
C 0.3569 0.2895 1.4740
C 0.5288 -0.3015 0.0867
C 1.9327 0.0901 -0.3533
H -1.6541 -2.1922 0.1119
H -1.8908 -2.2641 -1.5812
H -0.4094 -3.1864 -0.8117
H -1.6353 -0.0470 0.1525
H 0.0903 2.3040 -1.0664
H -1.5788 2.2092 -0.2748
H -0.8548 2.2877 1.6389
H -0.3322 -0.2818 2.0083
H 1.3577 0.2950 1.9592
H 2.3657 -1.0022 -0.2321
H 2.0702 0.3595 -1.4272
H 2.4449 0.8384 0.1916
*
```

Output
HOMO level, hartree: -0.2905
Kohn-Sham gap, eV: 8.904
Max |F|, eV/Å: 4.06
Relative energy (zero: lowest compared OMol25 entry of this formula, charge and spin), kcal per mole: 134.3
SMILES: CN1[C@@H]2CNC[C@]21C

***

Record 6
Formula: C6H12N2
Source: the OMol25 dataset
Level of theory: ωB97M-V with the def2-TZVPD basis set

The geometry in ORCA input format:
```
! RIJCOSX wB97M-V def2-TZVPD def2/J DEFGRID3
* xyz 0 1
C -2.2332 -1.0658 -0.7362
C -1.6899 0.1953 -0.1624
C -0.7056 0.0577 0.9774
C 1.5774 -0.3294 0.9399
C 1.2487 0.8889 -0.0585
C -0.2066 0.4124 -0.4344
H -1.4147 -1.8705 -0.2780
H -3.3747 -1.1319 -0.5256
H -1.8659 -1.1834 -2.1445
H -2.3618 1.0857 0.0984
H -0.7527 0.9900 1.5716
H 0.3496 -1.2986 2.2507
H 2.2182 -1.0147 0.3843
H 2.0522 0.1430 1.7731
H 1.2500 1.6488 0.7454
H 1.9571 0.5226 -1.7980
H 1.3583 2.0397 -1.6943
H 0.2070 -0.4684 -0.9900
N 0.3347 -0.9125 1.3028
N 2.0517 1.2911 -1.2215
*
```

Output
HOMO level, hartree: -0.3060
Kohn-Sham gap, eV: 9.319
Max |F|, eV/Å: 4.65
Relative energy (zero: lowest compared OMol25 entry of this formula, charge and spin), kcal per mole: 150.4

***

Record 7
Formula: C6H12N2
Source: the OMol25 dataset
Level of theory: ωB97M-V with the def2-TZVPD basis set

The geometry in ORCA input format:
```
! RIJCOSX wB97M-V def2-TZVPD def2/J DEFGRID3
* xyz 1 2
C 0.5811 2.6969 -0.0847
C 0.2718 2.9908 1.4138
H 1.5718 2.2905 -0.3306
H -0.2163 2.2868 -0.7004
H 0.6280 3.6505 -0.5003
H -0.4463 2.3664 1.9028
H -0.2184 3.9726 1.6467
H 1.2226 3.1076 1.8622
C 1.0824 -2.5359 0.7719
C 0.0399 -1.7432 -1.5260
C -0.0316 -2.3217 -0.2118
C -2.0615 -1.6757 -0.5875
N -1.2687 -1.1890 -1.5760
N -1.2936 -2.2316 0.3709
H 0.7383 -1.7006 -2.3314
H -1.5871 -0.6073 -2.3262
H 1.9168 -3.0461 0.2845
H 0.6479 -3.1280 1.5460
H -3.1002 -1.5913 -0.6311
H 1.5232 -1.5915 1.0073
*
```

Output
HOMO level (spin up / spin down), hartree: -0.5114 / -0.5114
Kohn-Sham gap (spin up / spin down), eV: 9.462 / 5.865
Max |F|, eV/Å: 4.80
Relative energy (zero: lowest compared OMol25 entry of this formula, charge and spin), kcal per mole: 36.9

***

Record 8
Formula: C6H12N2
Source: the OMol25 dataset
Level of theory: ωB97M-V with the def2-TZVPD basis set

The geometry in ORCA input format:
```
! RIJCOSX wB97M-V def2-TZVPD def2/J DEFGRID3
* xyz 1 2
C -2.4780 -1.6098 -1.0869
C -1.7284 -2.7684 -0.4124
H -2.8492 -0.9946 -0.3081
H -1.9042 -1.0074 -1.9616
H -3.2811 -2.0281 -1.7253
H -0.9127 -3.2142 -0.9330
H -1.2302 -2.2719 0.3149
H -2.4628 -3.4148 0.2172
C 2.6337 0.2937 1.4444
C 1.3032 1.2893 -0.6116
C 1.6716 1.1418 0.6692
C 0.2889 2.8753 0.6681
N 0.4157 2.3250 -0.6517
N 1.0375 2.1394 1.4794
H 1.6832 0.7710 -1.5031
H -0.2067 2.4679 -1.5886
H 2.8567 -0.6831 0.9994
H 2.1684 0.1292 2.5047
H -0.4776 3.6217 0.9907
H 3.4719 0.9379 1.4942
*
```

Output
HOMO level (spin up / spin down), hartree: -0.5151 / -0.5151
Kohn-Sham gap (spin up / spin down), eV: 10.165 / 5.713
Max |F|, eV/Å: 6.57
Relative energy (zero: lowest compared OMol25 entry of this formula, charge and spin), kcal per mole: 48.2

***

Record 9
Formula: C6H12N2
Source: the OMol25 dataset
Level of theory: ωB97M-V with the def2-TZVPD basis set

The geometry in ORCA input format:
```
! RIJCOSX wB97M-V def2-TZVPD def2/J DEFGRID3
* xyz 1 2
C 0.0775 -0.1556 -3.3007
C 1.7841 0.3576 -0.2637
C 0.7777 -0.3262 -2.0237
C 1.3111 -1.4457 -1.3786
N 1.1492 0.7958 -1.3375
N 1.9473 -1.0009 -0.2522
H 1.9742 0.9544 0.6183
H 2.3694 -1.6236 0.4352
H 1.6900 -2.3870 -1.7393
H -0.4890 -1.0126 -3.6376
H 0.8138 0.1835 -4.0453
H -0.5276 0.7517 -3.2141
C -1.8001 0.2311 1.8720
C -1.4476 1.0463 3.1389
H -2.8826 0.1462 1.8389
H -1.3881 0.5784 0.9171
H -1.3176 -0.7413 2.0210
H -1.8783 2.0485 3.1605
H -1.7690 0.3430 3.9058
H -0.3941 1.2564 3.2851
*
```

Output
HOMO level (spin up / spin down), hartree: -0.5368 / -0.5368
Kohn-Sham gap (spin up / spin down), eV: 10.520 / 6.494
Max |F|, eV/Å: 3.22
Relative energy (zero: lowest compared OMol25 entry of this formula, charge and spin), kcal per mole: 17.6

***

Record 10
Formula: C6H12N2
Source: the OMol25 dataset
Level of theory: ωB97M-V with the def2-TZVPD basis set

The geometry in ORCA input format:
```
! RIJCOSX wB97M-V def2-TZVPD def2/J DEFGRID3
* xyz 2 1
C 0.0660 0.0141 1.7218
C 1.2648 0.1264 1.2249
C -0.0345 -0.7756 -0.6226
C -0.3631 -4.0196 -0.5847
C -0.3507 2.6828 0.9226
C -0.1868 1.7994 -0.3132
N -0.2395 -0.5366 -1.8270
N 0.1726 0.3465 0.2163
H -0.7664 -0.0273 2.4201
H 2.2731 0.1231 1.1149
H -0.3233 -4.5408 0.3382
H 0.5344 -3.6181 -0.9433
H -1.0730 -4.2298 -1.3321
H 0.5111 2.7417 1.4631
H -0.5898 3.7689 0.6335
H -1.1391 2.4013 1.5547
H 0.7071 2.2401 -0.8647
H -1.0738 1.7199 -0.8833
H -0.4852 -1.3580 -2.4046
H -0.4367 0.5013 -2.2491
*
```

Output
HOMO level (spin up / spin down), hartree: -0.6541 / -0.6707
Kohn-Sham gap (spin up / spin down), eV: 6.048 / 7.058
Max |F|, eV/Å: 5.42
Relative energy (zero: lowest compared OMol25 entry of this formula, charge and spin), kcal per mole: 180.1

***

Record 11
Formula: C6H12N2O
Source: the OMol25 dataset
Level of theory: ωB97M-V with the def2-TZVPD basis set

The geometry in ORCA input format:
```
! RIJCOSX wB97M-V def2-TZVPD def2/J DEFGRID3
* xyz 0 1
H -1.4299 -1.1027 2.5071
N -0.8749 -1.4005 1.7091
C -0.8056 -0.5972 0.7430
O -1.2025 0.7403 0.6870
C -1.6120 1.3534 1.8874
C -0.0854 -0.9100 -0.5094
C -0.8599 -1.6875 -1.2880
N 1.0336 -0.2017 -0.8256
C 1.3639 0.1235 -2.1917
C 1.7457 0.5220 0.1988
H -0.8442 1.3011 2.6663
H -1.8074 2.3966 1.6544
H -2.5275 0.8891 2.2628
H -1.6535 -2.3064 -0.9143
H -0.6234 -1.8642 -2.3216
H 1.6653 1.1753 -2.2737
H 0.4938 -0.0315 -2.8262
H 2.1969 -0.5192 -2.5587
H 2.8086 0.5435 -0.0601
H 1.3909 1.5578 0.2958
H 1.6275 0.0184 1.1577
*
```

Output
HOMO level, hartree: -0.2850
Kohn-Sham gap, eV: 8.632
Max |F|, eV/Å: 2.11
Relative energy (zero: lowest compared OMol25 entry of this formula, charge and spin), kcal per mole: 49.4
SMILES: [H]/N=C(\OC)C(=C)N(C)C

***

Record 12
Formula: C6H12N2O
Source: the OMol25 dataset
Level of theory: ωB97M-V with the def2-TZVPD basis set

The geometry in ORCA input format:
```
! RIJCOSX wB97M-V def2-TZVPD def2/J DEFGRID3
* xyz 0 1
C 0.2211 0.8368 -0.1033
C -0.0340 -0.7760 0.0623
C -0.3114 1.4886 -1.3845
C -0.4100 1.5355 1.1511
C -0.3238 -1.6398 -1.1125
C -0.3540 -1.3853 1.3808
N 1.6111 0.9632 -0.0449
N 2.0897 -0.1477 0.0473
O 3.1469 -0.6594 0.3633
H 0.3655 1.4664 -2.1538
H -0.6422 2.5366 -1.1501
H -1.2186 0.9348 -1.8162
H 0.1915 1.3393 1.9515
H -1.4040 1.1758 1.2499
H -0.4187 2.5615 0.9353
H -1.3526 -1.7545 -1.1728
H 0.1297 -2.5789 -0.9395
H 0.0600 -1.3357 -2.1010
H -0.1106 -0.7423 2.1664
H 0.1611 -2.3359 1.2121
H -1.3968 -1.4831 1.4586
*
```

Output
HOMO level (spin up / spin down), hartree: -0.3048 / -0.2811
Kohn-Sham gap (spin up / spin down), eV: 8.802 / 7.556
Max |F|, eV/Å: 4.85
Relative energy (zero: lowest compared OMol25 entry of this formula, charge and spin), kcal per mole: 133.9